Entry from the Open Molecules 2025 dataset: 2 unconnected molecules or ions with the total composition C6H12N3O at a distorted geometry (ωB97M-V with the def2-TZVPD basis set).

Geometry as XYZ:
```
22
Properties=species:S:1:pos:R:3:forces:R:3:lowdin_charge:R:1
H 1.18778 -0.81195 0.81081 -0.1 0.4 0.0 0.11
O -2.70783 -0.03346 0.72147 -0.2 0.0 0.4 0.03
H -2.98646 -2.22468 2.47220 -1.8 -2.7 0.0 0.06
H 0.31773 1.07249 -2.59775 0.9 0.4 0.3 0.15
C -2.41437 -1.40718 2.66913 3.1 2.1 -1.3 0.00
N 2.34339 1.88341 -2.62506 -1.1 0.7 -0.1 0.05
H 3.42423 1.12074 0.37002 -1.6 0.0 -1.9 0.16
C 0.83880 -0.40146 -0.12963 -0.7 -0.6 0.5 -0.10
H 1.60128 0.10550 -2.99826 0.6 -2.1 -1.0 0.12
H -1.39985 -1.61739 2.17447 -1.2 0.2 1.1 0.11
H -0.71105 -1.90266 -0.36025 0.5 1.9 -0.8 0.18
N 3.02873 1.97819 -1.55179 -0.7 -1.7 -0.9 -0.02
C 2.75597 1.12923 -0.57748 1.8 -0.2 3.8 -0.06
H -1.44668 -0.36389 0.21201 1.6 -1.4 -0.7 0.12
H -0.92585 -0.41593 -1.33528 1.0 -1.3 0.6 0.16
C 1.37311 0.82805 -2.28841 -2.0 2.2 -1.3 -0.15
H -2.34174 -1.14283 3.71670 0.0 -0.2 0.1 0.10
H 3.81484 2.57358 -1.59036 1.0 0.9 0.2 0.17
H -3.74166 0.37614 2.39559 0.2 -0.9 -0.6 0.16
C 1.54870 0.43253 -0.89590 1.0 -0.2 0.6 -0.24
C -3.02961 -0.32671 1.86768 0.0 1.8 0.7 -0.19
N -0.52946 -0.85172 -0.45990 -2.2 0.7 0.5 0.08
```
Forces are in eV/Å.

Its energy relative to the best compared isomer or geometry (same formula, charge and spin) is 126.62 kcal per mole. The total charge is +1. The calculation puts the orbital gap (spin up / spin down) at 7.2 / 7.2 eV. Its lowest unoccupied orbital energy (spin up / spin down) is -3.48 / -3.48 eV.

***

Entry from the Open Molecules 2025 dataset: 2 unconnected molecules or ions with the total composition C6H12N3O at a distorted geometry (ωB97M-V with the def2-TZVPD basis set).

Geometry as XYZ:
```
22
Properties=species:S:1:pos:R:3:forces:R:3:lowdin_charge:R:1
N -3.04073 1.43529 0.45660 -0.2 0.8 -0.4 0.22
H 0.11390 -1.53536 -0.40784 -1.7 -1.5 -0.7 0.09
H 1.52020 2.40637 -0.25212 0.2 0.0 -0.8 0.06
C -1.82469 -0.93210 -0.29383 3.3 0.2 -0.4 -0.51
O -2.99438 -0.96239 -0.49189 -1.3 -0.2 0.1 0.12
N -1.09339 0.28160 0.16637 -0.4 0.8 -0.7 0.14
H -0.04773 0.20979 -0.01667 -1.3 0.8 0.7 0.10
C -1.75047 1.46800 0.39484 1.2 -2.9 0.8 -0.06
H 3.17543 -2.18379 1.49474 -0.6 1.0 -0.9 0.11
H 1.34481 1.78787 -1.97743 1.8 -0.5 2.0 0.12
H -1.15245 -2.70467 -1.15918 0.8 1.5 1.3 0.17
C 2.10110 -0.57712 0.33811 0.7 -0.5 0.3 -0.14
H -3.56515 2.23878 0.73181 -0.2 0.5 0.1 0.14
C 2.21856 -1.84952 1.00260 -0.5 -2.5 0.4 -0.10
H 1.48159 -1.89923 1.81515 0.0 0.0 -0.1 0.08
C 2.05209 0.45985 -0.25150 0.1 0.9 -1.6 -0.14
H -1.17193 2.32871 0.73494 -0.2 -0.1 -0.4 0.17
C 2.01530 1.73017 -0.99536 0.2 2.2 -0.1 -0.11
H -3.53053 0.62944 0.06917 0.0 -0.3 0.2 0.11
N -0.88001 -1.89334 -0.53295 0.1 0.3 -0.4 0.18
H 1.93529 -2.69705 0.28508 0.5 1.1 0.9 0.11
H 3.09320 2.25871 -1.11064 -2.5 -1.6 -0.1 0.14
```
Forces are in eV/Å.

Its energy relative to the best compared isomer or geometry (same formula, charge and spin) is 68.02 kcal per mole. The total charge is +1. The calculation puts the orbital gap at 9.5 eV. Its lowest unoccupied orbital energy is -3.91 eV.

***

Entry from the Open Molecules 2025 dataset: a gas-phase ion, C6H12N3O2 (charge +1) at a distorted geometry (ωB97M-V with the def2-TZVPD basis set).

Geometry as XYZ:
```
23
Properties=species:S:1:pos:R:3:forces:R:3:lowdin_charge:R:1
C 0.86576 -0.63877 1.34125 1.6 0.6 1.0 -0.19
C -1.96809 2.02722 -0.40657 -0.3 0.5 3.4 0.00
H -1.11690 0.72319 -3.23652 0.7 -0.5 -0.8 0.09
H 2.83390 -0.06024 1.98416 -0.5 -0.7 0.2 0.13
C -0.36914 0.29618 -0.84492 2.3 3.0 6.4 0.01
H -2.62158 1.45679 -2.82080 0.7 -0.4 0.3 0.13
C 2.23435 -2.16631 2.65148 1.3 2.1 -1.1 -0.06
H -1.39205 1.99079 0.57391 -1.1 0.3 -1.1 0.12
O 0.40022 -1.82444 -1.10006 0.3 1.2 -0.3 0.17
H -1.83459 2.97620 -0.84118 0.3 1.3 -0.6 0.10
H 2.80060 -1.99955 3.52227 0.4 -0.8 1.4 0.08
N 0.44226 -0.66594 -1.46420 -0.6 -0.6 -2.2 -0.36
C 2.05078 -0.84718 2.04225 -2.7 2.3 -3.0 -0.08
H 1.28484 -2.55722 2.68349 -1.8 -1.6 0.9 0.06
N 0.37377 0.53203 0.72941 -2.1 -0.4 -2.9 0.10
H -2.55187 -0.24301 -2.56969 1.1 0.1 0.6 0.14
H -3.08156 1.94323 -0.19484 1.4 -0.7 -0.7 0.15
H 0.94359 1.36115 0.79924 0.2 0.3 -0.7 0.12
C -1.89817 0.65476 -2.52562 -2.7 1.8 -0.8 0.03
H 0.02923 -1.28904 1.35938 -0.1 -1.3 0.4 0.10
H 2.79790 -2.63241 1.88087 0.9 -1.2 -0.2 0.09
N -1.33380 1.06401 -1.22900 0.6 -4.3 -0.9 -0.08
O 1.11057 -0.10145 -2.33431 0.1 -1.0 0.6 0.15
```
Forces are in eV/Å.

Its energy relative to the best compared isomer or geometry (same formula, charge and spin) is 200.99 kcal per mole. The total charge is +1. Its SMILES is C/C=C/[NH+]=C(/N(C)C)[N+](=O)[O-]. The calculation puts the orbital gap (spin up / spin down) at 6.8 / 6.8 eV. Its lowest unoccupied orbital energy (spin up / spin down) is -5.44 / -5.44 eV.

***

Entry from the Open Molecules 2025 dataset: a molecular structure, C6H12N3S at a distorted geometry (ωB97M-V with the def2-TZVPD basis set).

Geometry as XYZ:
```
22
Properties=species:S:1:pos:R:3:forces:R:3:lowdin_charge:R:1
H -0.39314 -2.04087 0.38372 0.0 -0.1 0.7 0.10
C -2.73569 0.36789 0.04147 2.8 -3.1 -1.6 -0.71
N -1.45674 0.10187 0.24967 0.8 -3.2 -0.3 -0.01
H 1.82649 -1.01442 -1.68808 -0.2 -0.2 -0.8 0.09
N -3.08843 1.60770 -0.15907 0.9 -0.1 0.9 0.19
H -0.30176 1.49913 -0.92944 0.1 -0.7 1.9 0.18
C 2.91830 -0.45827 0.11882 1.6 -0.3 -0.9 -0.15
H -2.92486 -1.97905 -0.52641 1.6 -0.6 -0.1 -0.14
H -0.15716 1.49346 0.95645 0.4 1.7 1.1 0.11
C 1.87660 -0.18065 -1.02263 -0.1 1.2 1.3 -0.08
H 3.41083 -1.47452 -0.08149 -0.8 1.4 0.7 0.12
N -0.29754 -1.28854 -0.29167 -2.5 3.0 0.6 0.28
S -3.75650 -1.01171 -0.32618 -2.4 1.7 0.5 0.95
H 1.73084 -1.40047 1.76591 -0.5 1.5 -0.8 0.15
C -0.28075 0.92762 0.08903 0.3 -0.5 -2.1 -0.10
H -2.35593 2.25002 0.13099 -1.0 0.7 -0.4 0.14
H 3.81471 0.27428 0.26805 -2.0 -1.1 -0.2 0.14
C 1.73717 -0.45025 1.12113 1.9 -1.3 2.5 -0.14
H 1.96635 0.80981 -1.54120 -0.2 -1.0 0.3 0.12
C 0.70061 -0.24195 0.09164 0.4 0.1 -3.8 -0.46
H -4.02787 1.77416 -0.39980 -1.0 1.1 -0.1 0.12
H 1.79447 0.43478 1.74908 0.0 -0.1 0.5 0.11
```
Forces are in eV/Å.

Its energy relative to the best compared isomer or geometry (same formula, charge and spin) is 99.83 kcal per mole. The total charge is +1. The calculation puts the orbital gap at 8.6 eV. Its lowest unoccupied orbital energy is -5.10 eV.

***

- Among the records above, which one has the highest energy relative to the best compared isomer or geometry (same formula, charge and spin)?
  C6H12N3O2